68
Properties=species:S:1:pos:R:3 method="wB97M-V/def2-TZVPD" total_energy_ha=-3678.51654 gap_ev=6.0 homo_energy_ha=-0.243 relative_energy_kcal_mol=0.00 charge=0 lumo_ha=-0.0220 spin_multiplicity=1
Mg -0.273 -0.561 0.480
C 1.360 0.083 -1.901
C 1.719 1.261 -0.999
N 0.832 1.309 0.176
C 1.465 1.797 1.400
C 2.607 0.901 1.889
S 2.300 -0.890 1.776
C 3.241 -1.351 0.284
C 2.388 -1.939 -0.837
N 1.188 -1.169 -1.149
H 0.397 0.292 -2.373
H 2.114 -0.019 -2.690
H 2.752 1.190 -0.662
H 1.641 2.183 -1.581
H 0.031 1.893 -0.084
H 1.861 2.814 1.282
H 0.695 1.836 2.171
H 3.540 1.100 1.362
H 2.797 1.118 2.939
H 3.792 -0.474 -0.048
H 3.981 -2.093 0.582
H 3.031 -2.064 -1.718
H 2.056 -2.936 -0.541
H 0.547 -1.754 -1.678
S 0.843 -6.142 2.745
C 0.569 -7.814 2.520
C -0.734 -8.075 2.232
C -1.526 -6.898 2.185
C -0.810 -5.765 2.441
C -1.300 -4.382 2.468
C -0.509 -3.330 1.978
N -0.899 -2.075 1.955
C -2.126 -1.769 2.425
C -3.002 -2.738 2.922
C -4.304 -2.344 3.381
C -4.685 -1.053 3.349
C -3.797 -0.032 2.867
C -4.143 1.324 2.849
C -3.238 2.260 2.394
C -2.009 1.788 1.913
N -1.657 0.517 1.900
C -2.530 -0.388 2.395
C -3.549 3.693 2.359
C -4.726 4.280 1.998
C -4.669 5.698 2.064
C -3.455 6.157 2.472
S -2.368 4.875 2.782
C -2.557 -4.065 2.938
H 1.382 -8.515 2.618
H -1.116 -9.069 2.049
H -2.578 -6.883 1.937
H 0.473 -3.544 1.567
H -4.979 -3.113 3.735
H -5.673 -0.757 3.675
H -5.119 1.637 3.199
H -1.313 2.499 1.485
H -5.572 3.712 1.636
H -5.493 6.346 1.805
H -3.142 7.179 2.608
H -3.204 -4.841 3.328
S -4.657 -1.783 -0.039
C -3.445 -0.816 -0.649
S -1.883 -1.505 -1.099
C -3.567 0.595 -0.751
C -2.472 1.401 -1.119
N -1.553 2.073 -1.349
C -4.750 1.271 -0.350
N -5.681 1.860 -0.005


19
Properties=species:S:1:pos:R:3 method="wB97M-V/def2-TZVPD" total_energy_ha=-327.28764 smiles=CN(C)C.O.O gap_ev=9.3 homo_energy_ha=-0.313 relative_energy_kcal_mol=34.02 charge=0 lumo_ha=0.0284 spin_multiplicity=1
C 1.929 -2.588 -0.647
N 1.118 -1.356 -0.612
C 1.915 -0.175 -0.950
C -0.022 -1.454 -1.512
H 1.798 -3.148 -1.593
H 1.555 -3.269 0.116
H 2.965 -2.331 -0.488
H 1.812 0.035 -2.028
H 1.453 0.690 -0.478
H 2.903 -0.275 -0.528
H -0.657 -0.571 -1.351
H -0.583 -2.303 -1.153
H 0.269 -1.407 -2.576
O -1.298 4.068 1.967
H -1.692 4.884 1.658
H -1.968 3.525 2.402
O -2.834 0.814 1.421
H -3.433 0.066 1.490
H -1.973 0.523 1.100


12
Properties=species:S:1:pos:R:3 method="wB97M-V/def2-TZVPD" total_energy_ha=-459.71440 gap_ev=7.2 homo_energy_ha=-0.250 relative_energy_kcal_mol=115.63 charge=0 lumo_ha=0.0131 spin_multiplicity=1
C 1.473 -0.430 2.694
C -0.771 0.713 -1.812
C -0.616 0.916 -0.276
C -0.255 -1.137 -0.995
N 1.086 -0.227 3.744
O -0.488 -0.515 -2.081
O -0.158 -0.400 0.139
F 0.283 -2.402 -0.842
H 1.819 -0.801 1.771
H -0.941 1.452 -2.650
H 0.143 1.669 -0.017
H -1.575 1.162 0.323


13
Properties=species:S:1:pos:R:3 method="wB97M-V/def2-TZVPD" total_energy_ha=-344.51179 smiles="C=C=C(C=O)CO" gap_ev=10.6 homo_energy_ha=-0.368 relative_energy_kcal_mol=56.55 charge=0 lumo_ha=0.0208 spin_multiplicity=1
C 0.145 2.300 -0.841
C -0.001 1.142 -0.270
C -0.001 -0.133 0.030
C 0.643 -0.850 -1.158
O 1.189 -1.927 -1.133
C -0.490 -0.674 1.399
O -1.144 -1.913 1.310
H 1.081 2.840 -0.730
H -0.666 2.714 -1.431
H 0.639 -0.263 -2.114
H 0.319 -0.727 2.147
H -1.226 0.021 1.828
H -0.488 -2.530 0.964


22
Properties=species:S:1:pos:R:3 method="wB97M-V/def2-TZVPD" total_energy_ha=-400.09413 gap_ev=10.6 homo_energy_ha=-0.496 relative_energy_kcal_mol=24.11 charge=+1 lumo_ha=-0.1078 spin_multiplicity=1
C 1.259 -0.707 0.461
C 1.469 -1.448 1.782
C -0.092 1.333 0.781
N 0.023 0.072 0.442
N 0.978 2.119 0.915
N -1.289 1.856 1.044
H 2.128 -0.087 0.300
H 1.240 -1.368 -0.400
H 2.513 -1.465 2.091
H 1.076 -2.469 1.792
H -0.826 -0.452 0.295
H 1.925 1.829 0.726
H 0.816 3.105 1.004
H -2.114 1.343 0.785
H -1.364 2.829 1.276
H 0.924 -0.936 2.577
C -0.821 -0.844 -2.785
O -1.429 -1.944 -2.099
H -1.601 -2.642 -2.747
H -0.163 -0.360 -2.059
H -0.315 -1.120 -3.701
H -1.584 -0.072 -2.979


70
Properties=species:S:1:pos:R:3 method="wB97M-V/def2-TZVPD" total_energy_ha=-4007.00188 gap_ev="7.0 / 7.1" s_squared=0.8406 homo_energy_ha="-0.249 / -0.249" relative_energy_kcal_mol=30.34 charge=0 lumo_ha="0.0088 / 0.0123" spin_multiplicity=2
Co -0.030 -2.029 0.082
O 3.385 -0.281 -0.794
S 2.960 -1.145 0.313
N 1.567 -1.171 0.782
C -2.925 0.993 0.770
C -1.902 -0.052 1.106
N -1.889 -0.530 2.357
O -1.096 -0.415 0.246
H -3.089 1.678 1.601
H -3.869 0.495 0.537
H -2.591 1.541 -0.106
H -2.646 -0.322 2.983
H -1.334 -1.352 2.542
O -3.547 -4.635 2.159
C -4.009 -4.738 0.899
C -5.190 -5.452 0.688
C -5.693 -5.592 -0.589
C -5.039 -5.029 -1.684
C -3.878 -4.314 -1.476
C -3.351 -4.155 -0.193
C -2.121 -3.359 0.003
O -1.608 -3.251 1.165
O -1.569 -2.777 -0.969
H -2.713 -4.115 2.103
H -5.691 -5.884 1.544
H -6.610 -6.148 -0.738
H -5.440 -5.145 -2.682
H -3.347 -3.855 -2.299
N 1.550 -5.757 0.088
C 1.394 -5.630 -1.273
C 0.992 -4.350 -1.478
N 0.912 -3.704 -0.265
C 1.245 -4.576 0.656
H 1.833 -6.585 0.581
H 1.573 -6.443 -1.952
H 0.753 -3.848 -2.398
H 1.283 -4.384 1.714
C 2.393 4.494 -4.276
Si 2.599 3.110 -3.022
C 4.236 3.319 -2.142
C 2.523 1.452 -3.885
C 1.188 3.228 -1.787
Te 1.475 1.969 -0.065
C 0.179 3.185 1.179
Si 1.099 3.905 2.641
C -0.116 4.772 3.785
C 1.927 2.521 3.595
C 2.367 5.143 2.038
H 3.188 4.462 -5.025
H 2.432 5.472 -3.791
H 1.439 4.418 -4.803
H 5.053 3.435 -2.858
H 4.453 2.451 -1.517
H 4.222 4.200 -1.496
H 3.283 1.379 -4.666
H 1.546 1.293 -4.346
H 2.699 0.646 -3.168
H 0.243 2.932 -2.245
H 1.101 4.251 -1.418
H -0.649 2.559 1.521
H -0.222 3.967 0.534
H -0.839 4.066 4.201
H -0.673 5.548 3.254
H 0.400 5.249 4.621
H 1.183 1.828 3.999
H 2.510 2.912 4.432
H 2.602 1.948 2.955
H 1.888 5.954 1.483
H 3.090 4.661 1.377
H 2.911 5.588 2.873


92
Properties=species:S:1:pos:R:3 method="wB97M-V/def2-TZVPD" total_energy_ha=-4060.75692 gap_ev="7.6 / 7.7" s_squared=2.0058 homo_energy_ha="-0.350 / -0.355" relative_energy_kcal_mol=51.01 charge=+1 lumo_ha="-0.0727 / -0.0729" spin_multiplicity=3
Pd 19.816 -4.024 -3.251
C 18.270 -1.896 -0.103
C 17.702 -2.085 -1.548
C 18.050 -0.791 -2.339
O 18.033 -3.281 -2.224
H 19.357 -1.875 -0.031
H 17.733 -2.461 0.659
H 17.925 -0.923 0.247
H 16.612 -2.094 -1.574
H 17.799 0.165 -1.879
H 17.483 -0.660 -3.260
H 19.120 -0.657 -2.498
C 21.652 -1.959 -6.239
S 19.811 -2.129 -6.165
O 19.532 -3.103 -5.030
C 19.229 -0.389 -5.729
H 22.093 -1.377 -5.429
H 21.952 -1.454 -7.157
H 22.174 -2.910 -6.133
H 18.140 -0.389 -5.774
H 19.770 0.331 -6.344
H 19.557 -0.158 -4.716
C 21.999 -0.270 -1.592
S 22.240 -2.076 -1.864
O 21.096 -2.410 -2.799
C 23.853 -2.121 -2.752
H 22.042 0.225 -2.562
H 22.749 0.166 -0.931
H 21.015 -0.125 -1.145
H 23.697 -1.557 -3.672
H 24.042 -3.168 -2.991
H 24.640 -1.818 -2.062
C 15.291 -1.676 -4.741
S 15.040 0.162 -4.642
O 15.157 0.935 -5.946
C 13.192 -0.102 -4.363
H 16.191 -2.066 -5.218
H 14.518 -2.202 -5.301
H 15.335 -2.011 -3.704
H 12.999 -0.984 -3.753
H 12.742 -0.416 -5.305
H 12.639 0.767 -4.007
C 23.261 -6.634 -5.510
S 21.457 -6.237 -5.332
O 21.298 -4.987 -4.425
C 21.097 -5.589 -7.049
H 23.631 -5.674 -5.868
H 23.465 -7.416 -6.242
H 23.893 -6.933 -4.674
H 21.871 -4.837 -7.201
H 20.125 -5.096 -7.078
H 21.143 -6.334 -7.842
C 17.965 -7.266 -5.426
S 17.614 -7.034 -3.623
O 18.757 -6.095 -3.166
C 16.134 -5.944 -4.015
H 18.098 -6.212 -5.670
H 17.218 -7.770 -6.039
H 18.852 -7.896 -5.503
H 16.609 -4.964 -3.989
H 15.365 -5.827 -3.251
H 15.911 -5.934 -5.082
C 21.927 -5.910 0.781
S 20.742 -4.724 -0.090
O 20.660 -5.113 -1.537
C 19.203 -5.202 0.836
H 21.806 -6.925 0.403
H 21.648 -5.878 1.834
H 22.988 -5.708 0.637
H 18.707 -4.263 1.081
H 19.373 -5.715 1.783
H 18.348 -5.680 0.357
N 22.569 -9.640 -2.641
C 22.606 -10.384 -1.506
C 21.422 -9.985 -0.905
C 20.841 -8.971 -1.648
C 21.683 -8.625 -2.634
H 23.254 -9.519 -3.373
H 23.415 -11.090 -1.387
H 20.940 -10.395 -0.030
H 19.947 -8.403 -1.437
H 21.688 -7.889 -3.425
N 14.135 -4.108 -8.482
C 15.120 -4.789 -7.780
C 16.174 -3.922 -7.459
C 15.795 -2.655 -8.031
C 14.630 -2.880 -8.685
H 13.333 -4.506 -8.951
H 14.966 -5.839 -7.579
H 17.123 -4.103 -6.977
H 16.379 -1.748 -7.980
H 14.138 -2.261 -9.420


102
Properties=species:S:1:pos:R:3 method="wB97M-V/def2-TZVPD" total_energy_ha=-3059.06670 smiles="CCOC(=O)C(F)(F)F.CCOC(=O)C(F)(F)F.CCOC(=O)C(F)(F)F.CN(C)C=O.CN(C)C=O.CN(C)C=O.CN(C)C=O.CN(C)C=O" gap_ev=9.4 homo_energy_ha=-0.327 relative_energy_kcal_mol=0.00 charge=0 lumo_ha=0.0164 spin_multiplicity=1
C 0.753 0.863 1.701
C 0.387 0.750 0.227
O -0.736 -0.105 0.004
C -1.967 0.246 0.319
O -2.365 1.286 0.712
C -2.901 -0.909 -0.051
F -3.191 -0.863 -1.379
F -2.347 -2.096 0.236
F -4.039 -0.808 0.655
H 1.653 1.452 1.836
H 0.831 -0.166 2.065
H -0.110 1.259 2.226
H 1.192 0.357 -0.377
H 0.158 1.764 -0.114
C -0.632 -2.401 3.183
C -2.018 -2.102 3.705
O -2.109 -0.669 3.861
C -3.301 -0.148 3.991
O -4.304 -0.724 3.826
C -3.219 1.341 4.365
F -3.085 1.539 5.677
F -2.227 1.921 3.705
F -4.372 1.934 3.992
H -0.577 -3.457 2.915
H 0.185 -2.180 3.866
H -0.486 -1.832 2.263
H -2.163 -2.537 4.692
H -2.760 -2.414 2.976
C 4.586 1.246 -2.621
C 3.343 0.898 -1.840
O 2.101 1.225 -2.498
C 1.807 2.437 -2.873
O 2.370 3.437 -2.588
C 0.459 2.380 -3.620
F -0.226 1.311 -3.208
F -0.273 3.479 -3.449
F 0.703 2.263 -4.928
H 4.532 0.874 -3.647
H 5.435 0.719 -2.182
H 4.775 2.317 -2.649
H 3.386 1.309 -0.826
H 3.236 -0.178 -1.699
C -6.637 -4.258 -2.486
N -5.280 -4.310 -2.951
C -5.021 -4.715 -4.327
C -4.277 -3.858 -2.176
O -3.104 -3.856 -2.481
H -7.194 -3.527 -3.078
H -6.717 -4.012 -1.432
H -7.085 -5.243 -2.639
H -3.953 -4.689 -4.496
H -5.491 -5.677 -4.517
H -5.462 -3.945 -4.974
H -4.586 -3.515 -1.176
C -1.783 -2.002 -4.242
N -0.365 -2.029 -4.020
C 0.420 -2.338 -5.190
C 0.193 -1.755 -2.820
O 1.389 -1.889 -2.596
H -2.095 -1.357 -5.068
H -2.282 -1.705 -3.319
H -2.162 -3.002 -4.480
H 0.338 -1.519 -5.910
H 1.465 -2.464 -4.930
H 0.021 -3.247 -5.641
H -0.525 -1.303 -2.123
C 4.044 4.024 0.714
N 4.331 2.832 1.509
C 3.982 2.926 2.915
C 5.262 1.939 1.080
O 5.643 0.974 1.728
H 4.766 4.806 0.989
H 3.035 4.400 0.872
H 4.138 3.873 -0.362
H 4.025 1.959 3.408
H 4.695 3.591 3.413
H 2.975 3.312 3.006
H 5.514 2.131 0.020
C 3.761 -4.217 1.791
N 4.198 -2.870 2.029
C 3.218 -1.822 1.915
C 5.518 -2.552 2.007
O 6.383 -3.381 1.928
H 4.533 -4.937 2.042
H 3.494 -4.369 0.739
H 2.899 -4.444 2.423
H 3.682 -0.881 2.200
H 2.803 -1.792 0.894
H 2.314 -1.989 2.511
H 5.697 -1.469 2.043
C -3.180 4.373 1.903
N -1.827 4.899 2.064
C -1.217 5.403 0.876
C -1.225 4.966 3.255
O -0.133 5.407 3.497
H -3.799 5.133 1.422
H -3.644 4.153 2.860
H -3.081 3.487 1.284
H -0.749 4.652 0.235
H -1.948 5.948 0.273
H -0.466 6.154 1.127
H -1.931 4.578 4.010


12
Properties=species:S:1:pos:R:3 method="wB97M-V/def2-TZVPD" total_energy_ha=-248.35730 gap_ev=9.2 homo_energy_ha=-0.485 relative_energy_kcal_mol=162.14 charge=+1 lumo_ha=-0.1453 spin_multiplicity=1
C -1.756 0.492 0.613
C -1.148 -0.579 1.098
C 0.654 -0.364 -1.440
C 1.574 -0.805 -0.670
C -0.544 0.656 1.279
N 1.014 0.489 -0.353
H -2.448 0.654 -0.086
H -1.030 -1.560 1.488
H -0.030 -0.291 -2.203
H 2.448 -1.497 -0.359
H 0.072 1.227 1.919
H 1.574 1.427 -0.562


17
Properties=species:S:1:pos:R:3 method="wB97M-V/def2-TZVPD" total_energy_ha=-557.74035 smiles=CSC.CC gap_ev=9.5 homo_energy_ha=-0.310 relative_energy_kcal_mol=18.86 charge=0 lumo_ha=0.0384 spin_multiplicity=1
C -0.016 0.484 -1.062
S 0.836 -0.231 -2.511
C 0.331 1.007 -3.703
H -1.087 0.468 -1.214
H 0.310 0.012 -0.152
H 0.212 1.548 -1.046
H -0.104 1.894 -3.236
H -0.521 0.690 -4.313
H 1.132 1.327 -4.363
C -0.181 -1.030 1.959
C -0.047 -0.687 3.459
H -0.328 -2.107 2.002
H -1.066 -0.760 1.390
H 0.678 -0.899 1.329
H -0.410 -1.503 4.071
H 0.968 -0.323 3.584
H -0.707 0.110 3.805


72
Properties=species:S:1:pos:R:3 method="wB97M-V/def2-TZVPD" total_energy_ha=-1949.20414 gap_ev=5.6 homo_energy_ha=-0.130 charge=-1 lumo_ha=0.0746 spin_multiplicity=1
O 2.930 2.654 4.226
S 2.914 1.147 3.865
O 2.473 0.847 2.412
F 1.873 0.205 4.908
C 4.667 0.477 4.220
F 4.641 -0.893 3.611
H 5.479 1.152 3.694
C -1.812 -1.788 1.558
C -0.510 -1.041 1.684
C 0.131 -1.720 2.875
O -0.329 -3.079 2.876
C -1.408 -3.195 1.939
H -2.259 -1.727 0.562
H -2.536 -1.397 2.283
H 0.100 -1.205 0.788
H -0.632 0.036 1.822
H -0.188 -1.258 3.815
H 1.224 -1.701 2.831
H -1.038 -3.751 1.070
H -2.229 -3.760 2.390
C -4.210 -2.835 -1.796
C -4.309 -4.083 -0.956
C -5.710 -4.564 -1.268
O -6.003 -4.149 -2.609
C -4.994 -3.221 -3.031
H -3.182 -2.537 -2.019
H -4.706 -2.003 -1.283
H -3.576 -4.821 -1.301
H -4.145 -3.910 0.110
H -6.447 -4.097 -0.605
H -5.808 -5.650 -1.189
H -4.356 -3.731 -3.762
H -5.463 -2.361 -3.516
C 6.169 2.615 -0.939
C 4.687 2.868 -1.043
C 4.135 1.963 0.038
O 5.137 1.876 1.060
C 6.356 2.436 0.552
H 6.782 3.419 -1.352
H 6.424 1.685 -1.461
H 4.472 3.915 -0.799
H 4.273 2.654 -2.031
H 3.957 0.952 -0.343
H 3.203 2.343 0.467
H 6.513 3.399 1.050
H 7.194 1.776 0.794
C 3.457 7.719 5.689
C 3.059 6.359 5.176
C 4.369 5.828 4.635
O 5.412 6.410 5.429
C 4.847 7.459 6.226
H 2.776 8.120 6.443
H 3.505 8.430 4.856
H 2.717 5.734 6.009
H 2.267 6.387 4.423
H 4.526 6.139 3.597
H 4.432 4.737 4.687
H 4.812 7.109 7.264
H 5.488 8.344 6.178
C -6.145 -4.616 -6.815
C -4.700 -4.711 -7.230
C -4.669 -3.849 -8.473
O -5.670 -2.836 -8.301
C -6.484 -3.186 -7.173
H -6.315 -4.842 -5.759
H -6.750 -5.305 -7.416
H -4.062 -4.271 -6.454
H -4.361 -5.734 -7.411
H -4.931 -4.429 -9.365
H -3.694 -3.380 -8.634
H -6.233 -2.502 -6.355
H -7.540 -3.055 -7.426